Below is a 3-piece molecular cluster, C2H11N2O2 overall in a non-equilibrium geometry, with properties calculated with wB97M-V/def2-TZVPD.

For the HOMO energy (spin up / spin down), the calculation gives -17.3 / -17.3 eV. For the HOMO-LUMO gap (spin up / spin down), the calculation gives 7.666 / 3.123 eV. The total charge is +2. The molecular weight is 95.12 g/mol. As for the expectation value of S²: 0.777. The calculation puts the energy above the lowest of the compared OMol25 structures with the same formula, charge and spin at 161.0 kJ/mol. Its multiplicity is 2. For the largest force on an atom, the calculation gives 2.37 eV/Å.

Atoms and positions in Å:
N1 -2.488 -0.250 -0.322
H1 2.304 3.550 -0.207
H2 -2.171 0.550 0.239
H3 -2.099 -1.984 -1.333
H4 1.141 -1.559 -1.615
H5 -3.391 -0.278 -0.807
H6 0.465 0.591 2.232
O1 2.764 3.028 0.426
O2 0.269 0.733 1.306
H7 0.816 1.511 1.167
H8 1.384 -2.197 0.021
N2 -0.382 -1.213 -0.362
H9 0.235 -3.013 -1.279
C1 0.668 -2.151 -0.796
H10 0.029 -0.455 0.271
C2 -1.682 -1.219 -0.678
H11 3.414 3.589 0.854